(1)
Entry from the Open Molecules 2025 dataset: a structure of composition C12H24CaF8N4O25S8 in a non-equilibrium geometry (ωB97M-V/def2-TZVPD).

Last column: Mulliken charge in e.
Geometry (Å):
Ca 1.136 -0.280 -0.078  3.3896
N 2.124 -0.644 1.875  -0.4448
S 1.781 -0.967 3.370  0.5271
O 1.887 0.015 4.462  -0.5738
O 1.944 -2.377 3.782  -0.6005
F 0.192 -0.777 3.126  -0.2206
S 3.710 -0.385 2.354  0.6393
O 4.404 -1.480 3.019  -0.5468
O 4.058 1.011 2.678  -0.4475
F 4.379 -0.565 0.875  -0.3113
N 0.888 2.967 3.915  -0.5157
S 1.755 4.121 2.894  0.8806
O 1.125 4.759 1.797  -0.5149
O 3.184 3.828 2.724  -0.5641
F 1.836 5.302 3.956  -0.3217
S -0.132 2.625 2.869  1.0471
O 0.289 1.669 1.868  0.3482
O -1.230 3.547 2.652  -0.7037
F -0.695 1.592 3.946  -0.3696
N 2.219 -4.899 1.417  -0.5129
S 0.900 -5.375 0.413  0.9469
O 1.146 -6.105 -0.801  -0.5901
O -0.188 -4.368 0.479  -0.3580
F 0.328 -6.479 1.415  -0.3167
S 2.774 -4.038 0.291  0.9439
O 2.103 -2.765 -0.081  -0.0991
O 3.529 -4.712 -0.785  -0.6450
F 4.101 -3.605 1.156  -0.3836
N 2.590 0.878 -1.325  -0.4697
S 3.276 2.418 -0.867  0.6935
O 3.535 3.494 -1.830  -0.6135
O 4.062 2.415 0.371  -0.4729
F 1.982 3.014 -0.176  -0.1781
S 3.515 0.682 -2.491  0.6563
O 4.946 0.612 -2.218  -0.6365
O 3.088 1.129 -3.796  -0.6804
F 3.192 -0.852 -2.602  -0.2308
C -1.082 5.424 -0.040  -0.5726
C -2.235 4.608 -0.524  -0.5306
O -1.908 3.207 -0.424  -0.1697
C -1.055 2.516 -1.284  0.0924
O -0.469 1.486 -0.886  0.6339
O -0.741 3.235 -2.434  -0.4212
C 0.280 2.880 -3.331  -0.2064
H -0.167 4.966 -0.416  0.0315
H -1.090 5.316 1.044  0.1391
H -1.343 6.451 -0.295  0.4490
H -2.492 4.866 -1.551  0.3324
H -3.162 4.763 0.028  0.3886
H 0.645 3.827 -3.731  0.2889
H -0.178 2.252 -4.095  0.2399
H 1.037 2.261 -2.849  -0.0847
C -4.171 1.716 2.982  -0.9578
C -3.895 0.272 2.529  -0.3912
O -2.602 0.278 1.846  0.0723
C -2.169 -0.787 1.176  -0.5979
O -1.061 -0.950 0.715  0.4982
O -3.194 -1.671 0.931  -0.4947
C -3.054 -2.944 0.496  -0.4410
H -4.293 2.548 2.288  0.2267
H -3.245 1.905 3.525  0.1765
H -4.841 1.813 3.837  0.3968
H -4.726 -0.035 1.894  0.2538
H -3.757 -0.528 3.255  0.3632
H -2.463 -3.502 1.222  0.3465
H -2.708 -3.033 -0.534  -0.0286
H -4.037 -3.399 0.373  0.2756
C -1.553 -5.146 -2.604  -0.7729
C -0.376 -4.486 -3.392  -0.4913
O 0.329 -3.472 -2.570  -0.1483
C -0.062 -2.142 -2.595  0.1869
O 0.563 -1.290 -2.005  -0.0773
O -1.181 -1.956 -3.336  -0.3817
C -1.745 -0.654 -3.648  -0.5215
H -2.229 -4.380 -2.224  0.0691
H -1.237 -5.815 -1.803  0.2286
H -2.218 -5.705 -3.263  0.4215
H -0.516 -4.068 -4.388  0.4757
H 0.214 -5.397 -3.493  0.2882
H -1.060 0.087 -4.062  0.2382
H -1.866 -0.088 -2.724  0.0576
H -2.623 -0.633 -4.294  0.3679

- charge = -2


(2)
Entry from the Open Molecules 2025 dataset: a cluster of 5 separate species, C37H60BrN2O16PS in total in a non-equilibrium geometry (ωB97M-V/def2-TZVPD).

Last column: Mulliken charge in e.
Geometry (Å):
H 0.434 0.605 -6.396  0.2659
N 0.471 -0.035 -5.572  -0.7787
C -0.360 0.444 -4.676  0.5102
C -1.190 1.789 -5.005  -0.7939
C -0.594 -0.216 -3.214  -1.2702
C -0.479 0.986 -2.153  -0.9079
C 0.955 1.475 -1.768  0.0749
C 2.271 0.785 -2.414  -0.6414
C 2.981 -0.267 -1.435  -0.3522
C 4.512 -0.583 -1.790  -0.9027
C 5.490 0.692 -1.644  0.2229
C 6.818 0.624 -2.551  -0.5492
C 7.167 2.098 -3.088  -0.5449
C 8.451 2.776 -2.388  -0.8016
C 8.270 3.037 -0.815  -0.2366
O 7.751 4.390 -0.597  -0.3214
C 7.522 4.622 0.814  -0.5430
C 1.106 2.680 -0.769  -0.2485
C -0.158 3.404 -0.154  0.6088
C -1.608 2.896 -0.498  -0.5286
C -2.911 3.586 0.146  -1.0934
C -3.144 3.232 1.700  0.0350
C -2.078 2.222 2.336  -0.7466
Br -4.949 2.407 1.958  -0.2007
C -1.734 1.690 -1.501  1.9122
P -3.418 0.956 -2.061  0.4906
N -4.332 2.172 -3.012  -0.6833
O -4.299 0.531 -0.626  -0.3379
C 0.109 4.660 0.818  0.2357
O -0.657 5.027 1.740  -0.5877
C 1.466 5.469 0.505  -0.6866
C 2.643 4.823 -0.062  0.0693
S 4.194 5.762 -0.417  -0.1212
C 2.532 3.240 -0.327  0.7242
O 3.563 2.554 -0.128  -0.3725
H -0.919 2.200 -6.048  0.4342
H -2.313 1.597 -4.931  0.0747
H -0.957 2.647 -4.271  0.1907
H 0.285 -0.928 -2.981  0.3285
H -1.565 -0.806 -3.145  0.5207
H 2.945 1.677 -2.710  0.2852
H 2.028 0.262 -3.417  0.3085
H 2.807 0.094 -0.363  0.2812
H 2.407 -1.269 -1.533  0.3190
H 4.635 -1.136 -2.799  0.3855
H 4.871 -1.351 -0.999  0.2888
H 5.749 0.813 -0.537  0.1846
H 4.912 1.621 -1.968  -0.2859
H 6.659 -0.104 -3.430  0.3388
H 7.674 0.269 -1.879  0.2672
H 6.315 2.855 -3.008  0.2088
H 7.393 2.000 -4.220  0.3371
H 8.552 3.823 -2.871  0.3027
H 9.384 2.154 -2.610  0.3466
H 9.329 3.043 -0.342  0.2892
H 7.674 2.234 -0.262  0.2082
H 6.886 5.574 0.958  0.1574
H 8.490 4.792 1.420  0.3039
H 6.923 3.727 1.217  0.2425
H -2.831 4.727 -0.026  0.3745
H -3.856 3.230 -0.416  -0.0078
H -3.156 4.223 2.277  0.3659
H -2.490 1.900 3.368  0.4350
H -1.050 2.671 2.537  0.0409
H -1.929 1.282 1.707  0.1288
H -4.787 2.861 -2.393  0.3383
H -3.622 2.630 -3.604  0.2787
H -5.270 0.613 -0.771  0.2759
H 1.559 6.583 0.717  0.3104
H 4.915 4.945 -1.294  0.1851
C -5.714 -5.298 1.935  -0.7324
O -4.664 -4.849 1.079  -0.2562
C -4.329 -3.558 1.245  0.5467
O -4.831 -2.793 2.031  -0.5930
O -3.335 -3.267 0.384  -0.1555
C -2.879 -1.915 0.455  -0.6398
H -5.899 -6.350 1.714  0.2591
H -5.420 -5.213 2.983  0.2959
H -6.632 -4.739 1.745  0.3325
H -2.472 -1.698 1.446  0.4118
H -3.684 -1.220 0.206  0.2301
H -2.080 -1.792 -0.279  0.2143
C -3.330 -7.671 -4.968  -0.6259
O -2.719 -6.590 -4.268  -0.3140
C -2.931 -6.602 -2.940  0.7659
O -3.573 -7.425 -2.333  -0.5474
O -2.306 -5.540 -2.408  -0.3018
C -2.447 -5.424 -0.990  -0.4639
H -3.093 -7.559 -6.026  0.2169
H -2.932 -8.628 -4.623  0.2850
H -4.416 -7.640 -4.852  0.2900
H -2.013 -6.292 -0.488  0.3104
H -3.494 -5.304 -0.718  0.3731
H -1.905 -4.536 -0.672  0.1015
C 5.619 6.455 6.048  -0.6124
O 4.352 5.993 5.583  -0.3522
C 4.412 5.260 4.459  0.7399
O 5.415 4.980 3.847  -0.5388
O 3.162 4.892 4.134  -0.3543
C 3.074 4.101 2.950  -0.1608
H 5.450 7.033 6.957  0.2202
H 6.271 5.613 6.290  0.2853
H 6.088 7.106 5.307  0.2882
H 3.623 3.165 3.073  0.3519
H 3.431 4.655 2.090  0.0217
H 2.023 3.861 2.781  0.1670
C -6.706 -8.796 6.316  -0.6128
O -8.083 -8.461 6.153  -0.3210
C -8.349 -7.751 5.044  0.8021
O -7.543 -7.395 4.219  -0.5244
O -9.670 -7.506 5.015  -0.3077
C -10.099 -6.753 3.882  -0.5982
H -6.609 -9.366 7.240  0.2157
H -6.360 -9.418 5.488  0.2850
H -6.097 -7.893 6.402  0.2889
H -9.888 -7.294 2.957  0.2792
H -9.626 -5.769 3.871  0.2813
H -11.178 -6.616 3.963  0.2100

- structure (SMILES) = [H]/N=C(\C)Cc1c(CCCCCCCCOC)c2c(c(C[C@H](C)Br)c1P(N)O)C(=O)C=C(S)C2=O.COC(=O)OC.COC(=O)OC.COC(=O)OC.COC(=O)OC


(3)
Entry from the Open Molecules 2025 dataset: a structure of composition C34H31AsN3O3PdS2 in a non-equilibrium geometry (ωB97M-V/def2-TZVPD).

Last column: Mulliken charge in e.
Geometry (Å):
Pd -0.573 -1.167 0.249  0.8696
C 1.982 -1.823 -0.882  -1.6051
C 1.697 -1.075 -2.133  0.8527
C 2.622 -1.007 -3.147  -0.9795
C 2.344 -0.316 -4.325  -0.5961
C 1.121 0.330 -4.530  -0.9455
C 0.154 0.311 -3.556  1.2784
C -1.180 0.940 -3.785  -1.1311
C 0.429 -0.383 -2.315  0.4413
N -0.517 -0.313 -1.423  -0.0220
H 2.957 -2.304 -0.915  0.5325
H 1.233 -2.604 -0.691  0.2948
H 1.974 -1.154 -0.011  0.1862
H 3.576 -1.502 -3.028  0.5006
H 3.093 -0.288 -5.106  0.4783
H 0.935 0.842 -5.465  0.5303
H -1.917 0.155 -3.979  0.1562
H -1.144 1.604 -4.646  0.4905
H -1.528 1.481 -2.908  0.0346
C -2.353 4.906 1.028  -0.5683
C -2.552 3.870 0.126  -0.6953
C -1.811 2.703 0.242  0.0092
C -0.865 2.592 1.252  0.4723
C -0.666 3.621 2.163  -0.5580
C -1.417 4.781 2.046  -0.7347
As 0.212 0.992 1.315  1.7292
C 1.885 1.468 0.487  -0.3405
C 2.109 1.896 -0.812  -0.6918
C 3.414 2.106 -1.239  -0.7219
C 4.472 1.880 -0.370  -0.9679
C 4.245 1.476 0.938  -0.5025
C 2.944 1.279 1.384  0.7260
C 2.539 0.921 2.757  0.7210
C 3.396 0.704 3.828  -0.6207
C 2.874 0.393 5.076  -0.7732
C 1.503 0.290 5.269  -0.7231
C 0.635 0.489 4.204  -0.8926
C 1.160 0.814 2.967  -0.0463
H -2.934 5.814 0.942  0.3973
H -3.289 3.967 -0.660  0.4506
H -1.975 1.875 -0.441  -0.0189
H 0.069 3.520 2.952  0.4666
H -1.269 5.589 2.750  0.4141
H 1.279 2.091 -1.480  0.6593
H 3.606 2.458 -2.245  0.4964
H 5.487 2.042 -0.709  0.4236
H 5.083 1.332 1.608  0.4563
H 4.467 0.777 3.697  0.4122
H 3.546 0.229 5.908  0.4326
H 1.112 0.050 6.248  0.4643
H -0.433 0.379 4.339  0.4505
N -3.523 -0.856 1.548  -0.2630
C -3.587 -1.293 0.283  0.2927
N -2.566 -1.800 -0.362  -0.1936
C -2.902 -2.179 -1.652  -0.2528
C -2.050 -2.800 -2.560  -0.4132
C -2.530 -3.097 -3.824  -0.6935
C -3.841 -2.788 -4.185  -0.6136
C -4.705 -2.192 -3.281  -0.4423
C -4.221 -1.897 -2.016  0.7602
S -5.059 -1.188 -0.654  -0.2853
H -2.748 -1.198 2.114  0.1883
H -4.380 -0.627 2.021  0.2515
H -1.045 -3.069 -2.259  0.4632
H -1.884 -3.593 -4.536  0.4324
H -4.196 -3.035 -5.176  0.4044
H -5.729 -1.973 -3.552  0.4275
C 0.245 -3.652 3.938  -1.1318
S 0.096 -2.778 2.405  1.2675
O -0.283 -3.715 1.357  -0.6282
O -1.010 -1.767 2.562  -0.8387
O 1.349 -2.070 2.169  -0.4740
H -0.716 -4.098 4.182  0.3795
H 0.553 -2.942 4.702  0.2780
H 1.000 -4.421 3.803  0.3924

- charge = +1


(4)
Entry from the Open Molecules 2025 dataset: the molecule C8H8N2OS2 in a non-equilibrium geometry (ωB97M-V/def2-TZVPD).

Last column: Mulliken charge in e.
Geometry (Å):
O 0.381 -1.281 -1.158  -0.5721
C -0.394 -0.219 -1.590  0.7487
C -0.091 0.179 -2.903  -0.4477
C -0.778 1.299 -3.394  -0.3730
C -1.725 1.956 -2.571  -0.4407
N -2.029 1.579 -1.309  -0.5279
C -1.381 0.576 -0.802  0.2625
S -1.989 0.218 0.814  -0.2346
C -0.558 -0.190 1.735  0.6789
N 0.631 0.022 1.318  -0.6370
C 1.761 -0.432 2.224  -0.5393
C 1.121 -1.265 3.415  -0.4912
S -0.645 -0.736 3.388  -0.1818
H 0.523 -1.442 -0.248  0.3129
H 0.619 -0.249 -3.629  0.3549
H -0.672 1.437 -4.421  0.3981
H -2.256 2.752 -2.901  0.4878
H 2.471 -1.238 1.773  0.1704
H 2.331 0.370 2.580  0.3877
H 1.456 -0.938 4.396  0.3501
H 1.222 -2.401 3.282  0.2934

- structure (SMILES) = Oc1cccnc1SC1=NCCS1


Looking at HOMO for the records above, in order, we have -4.73, -8.57, -10.81, -8.54 eV.
Looking at Kohn-Sham gap for the records above, in order, we have 8.1954, 6.8359, 5.4887, 9.0843 eV.
Looking at DFT total energy for the records above, in order, we have -196838.751, -165239.474, -132356.882, -35122.191 eV.